Formula: C7H6O3P2
Source: the OMol25 dataset
Level of theory: ωB97M-V/def2-TZVPD

CARTESIAN COORDINATES (ANGSTROEM)
C 0.4877 -1.4310 2.7506
C -0.6155 -1.2411 1.9230
C 1.7252 -0.9561 2.3155
C -0.5035 -0.5995 0.7128
C 1.8502 -0.3328 1.1036
C 0.7412 -0.1216 0.2425
C -0.7394 0.7721 -2.1744
O -2.3083 1.5402 -4.3321
O -0.4455 3.1930 -3.6772
O -1.6899 1.7996 -1.7673
P 1.0714 0.6983 -1.2729
P -1.2169 1.9527 -3.3939
H 0.3934 -1.9271 3.7137
H -1.5889 -1.6092 2.2429
H 2.5997 -1.0878 2.9517
H -1.3866 -0.4513 0.1070
H 2.8182 0.0184 0.7700
H -1.1925 -0.2167 -2.2156

Values from the calculation:
HOMO energy, eV: 1.02
Kohn-Sham gap, eV: 4.832
Net charge: -2
Total energy, hartree: -1178.7904

***

Formula: C3H4F2N2
Source: the OMol25 dataset
Level of theory: ωB97M-V/def2-TZVPD

CARTESIAN COORDINATES (ANGSTROEM)
C -0.3767 1.6322 0.0536
C 1.1753 -0.2861 -0.2446
C -0.0036 0.2871 0.3825
N -0.4816 2.7268 -0.2211
N -1.3041 -0.7097 -0.4022
F -1.0314 -2.0536 -0.0315
F -2.4599 -0.5925 0.2760
H 1.8719 0.5352 -0.2331
H 0.9801 -0.6212 -1.3395
H 1.7833 -1.0879 0.3364
H -0.1533 0.1697 1.4236

Values from the calculation:
HOMO energy, eV: -10.68
Structure (SMILES): C[C@@H](C#N)N(F)F
Kohn-Sham gap, eV: 11.074
Total energy, hartree: -425.7628
Energy above the lowest of the compared OMol25 structures with the same formula, charge and spin, eV: 4.5097

***

Formula: C3H5NO2
Source: the OMol25 dataset
Level of theory: ωB97M-V/def2-TZVPD

CARTESIAN COORDINATES (ANGSTROEM)
N 0.1119 0.3521 -1.1857
C 0.0228 1.1125 0.0933
O 0.9304 0.5048 0.9734
C 0.6444 -0.8714 0.6522
C -0.5766 -0.5908 -0.2587
O -1.2268 0.5455 0.4118
H -0.6362 0.7965 -1.7195
H 0.0403 2.1893 0.0537
H 0.5215 -1.4803 1.5559
H 1.4424 -1.2636 0.0166
H -1.2599 -1.3816 -0.5873

Values from the calculation:
HOMO energy, eV: -9.89
Kohn-Sham gap, eV: 10.888
Total energy, hartree: -322.4678
Energy above the lowest of the compared OMol25 structures with the same formula, charge and spin, eV: 2.8988

***

Which of these has the lowest Kohn-Sham gap?
C7H6O3P2

***

Which of these has the highest Kohn-Sham gap?
C3H4F2N2

***

The lowest Kohn-Sham gap belongs to which entry?
C7H6O3P2

***

Repeat the second record exactly.
Formula: C3H4F2N2
Source: the OMol25 dataset
Level of theory: ωB97M-V/def2-TZVPD

CARTESIAN COORDINATES (ANGSTROEM)
C -0.3767 1.6322 0.0536
C 1.1753 -0.2861 -0.2446
C -0.0036 0.2871 0.3825
N -0.4816 2.7268 -0.2211
N -1.3041 -0.7097 -0.4022
F -1.0314 -2.0536 -0.0315
F -2.4599 -0.5925 0.2760
H 1.8719 0.5352 -0.2331
H 0.9801 -0.6212 -1.3395
H 1.7833 -1.0879 0.3364
H -0.1533 0.1697 1.4236

Values from the calculation:
HOMO energy, eV: -10.68
Structure (SMILES): C[C@@H](C#N)N(F)F
Kohn-Sham gap, eV: 11.074
Total energy, hartree: -425.7628
Energy above the lowest of the compared OMol25 structures with the same formula, charge and spin, eV: 4.5097